[1]
92
Properties=species:S:1:pos:R:3:lowdin_charge:R:1 method="wB97M-V/def2-TZVPD" e_tot_ev=-139034.172 homo_lumo_gap_ev=8.277 charge=-1
Ga 0.75 -0.86 0.11 0.375
O -1.12 0.82 0.80 -0.032
C -0.75 1.66 1.86 -0.312
C 0.46 0.96 2.52 -0.490
O 0.90 1.32 3.60 0.070
O 0.97 -0.02 1.85 -0.033
C -0.24 3.02 1.37 -0.104
C 0.49 3.10 0.18 0.004
C 0.99 4.31 -0.26 -0.063
C 0.78 5.47 0.48 -0.101
C 0.07 5.39 1.68 -0.087
C -0.43 4.18 2.12 -0.014
C -1.95 1.84 2.79 -0.141
C -1.88 1.80 4.18 -0.029
C -3.03 1.99 4.94 -0.090
C -4.25 2.24 4.34 -0.110
C -4.31 2.29 2.95 -0.096
C -3.18 2.08 2.19 -0.008
H -1.39 1.27 -0.04 0.059
H 0.68 2.21 -0.40 0.099
H 1.55 4.35 -1.18 0.106
H 1.17 6.42 0.14 0.094
H -0.09 6.29 2.27 0.095
H -0.98 4.13 3.05 0.114
H -0.93 1.62 4.66 0.104
H -2.96 1.95 6.03 0.098
H -5.14 2.40 4.93 0.095
H -5.26 2.49 2.46 0.100
H -3.24 2.10 1.11 0.127
C -5.90 -1.02 2.96 -0.049
C -4.56 -1.46 2.43 -0.270
C -3.42 -1.34 3.23 -0.039
C -2.18 -1.74 2.76 -0.051
C -2.08 -2.26 1.47 -0.303
C -3.19 -2.37 0.67 -0.051
C -4.43 -1.97 1.15 -0.034
S -0.48 -2.77 0.87 0.703
O -0.76 -3.61 -0.31 -0.410
O 0.17 -3.43 2.00 -0.390
N 1.45 -2.23 -1.57 -0.006
C 1.98 -1.30 -2.57 -0.056
C 2.38 0.06 -1.97 -0.581
O 3.05 0.81 -2.66 0.052
O 1.93 0.34 -0.79 0.004
H -6.08 -1.40 3.96 0.079
H -6.71 -1.36 2.31 0.071
H -5.95 0.07 3.02 0.057
H -3.51 -0.92 4.22 0.111
H -1.30 -1.66 3.38 0.119
H -3.08 -2.80 -0.32 0.091
H -5.31 -2.07 0.52 0.107
H 1.22 -1.10 -3.32 0.125
H 2.85 -1.71 -3.08 0.133
C -1.19 -1.06 -7.74 -0.061
C -1.23 -0.70 -6.28 -0.275
C -0.64 0.47 -5.82 -0.013
C -0.65 0.81 -4.47 -0.193
C 0.02 2.09 -4.02 -0.018
C -1.25 -0.07 -3.56 -0.060
C -1.86 -1.25 -4.00 -0.195
C -2.56 -2.18 -3.04 -0.028
C -1.85 -1.54 -5.36 -0.017
C -1.19 0.25 -2.08 -0.514
O -1.67 1.31 -1.67 0.057
O -0.62 -0.66 -1.37 -0.028
H -1.08 -0.18 -8.36 0.071
H -2.10 -1.58 -8.04 0.072
H -0.35 -1.73 -7.95 0.079
H -0.16 1.14 -6.52 0.112
H 0.40 2.63 -4.89 0.077
H 0.86 1.88 -3.36 0.073
H -0.68 2.72 -3.48 0.082
H -3.27 -1.63 -2.42 0.089
H -1.86 -2.66 -2.35 0.058
H -3.10 -2.95 -3.59 0.078
H -2.34 -2.44 -5.70 0.111
N 3.06 -1.27 3.11 0.147
C 3.14 -2.15 2.11 -0.627
N 2.56 -2.03 0.95 0.077
C 2.88 -3.10 0.14 -0.252
C 2.35 -3.26 -1.13 -0.191
C 2.69 -4.38 -1.87 -0.009
C 3.55 -5.33 -1.33 -0.088
C 4.08 -5.19 -0.06 -0.090
C 3.73 -4.07 0.67 -0.454
S 4.15 -3.58 2.29 1.086
H 2.35 -0.54 3.00 0.080
H 3.33 -1.55 4.03 0.101
H 0.56 -2.64 -1.85 0.106
H 2.27 -4.51 -2.86 0.119
H 3.80 -6.21 -1.92 0.097
H 4.74 -5.95 0.36 0.103

[2]
89
Properties=species:S:1:pos:R:3:lowdin_charge:R:1 method="wB97M-V/def2-TZVPD" e_tot_ev=-62736.773 homo_lumo_gap_ev=3.421
C -4.46 -1.57 2.55 -0.042
C -3.22 -0.79 2.23 -0.253
C -3.14 -0.08 1.03 0.017
C -1.96 0.58 0.65 -0.183
C -1.92 1.32 -0.66 -0.020
C -0.87 0.48 1.51 -0.182
N 0.41 0.94 1.07 0.148
C 0.78 2.28 1.00 -0.196
C -0.14 3.39 1.22 -0.150
C 0.07 4.54 0.44 -0.021
C -0.81 5.60 0.52 -0.070
C -1.88 5.55 1.43 -0.069
C -2.05 4.45 2.28 -0.064
C -1.16 3.39 2.20 -0.016
N 2.05 2.40 0.74 0.202
N 2.55 1.10 0.66 0.058
C 3.98 0.99 0.70 -0.096
C 4.66 1.62 1.77 -0.189
C 4.00 2.47 2.80 -0.042
C 6.04 1.44 1.85 -0.011
C 6.74 0.67 0.92 -0.261
C 8.21 0.47 1.08 -0.054
C 6.05 0.16 -0.18 -0.001
C 4.69 0.37 -0.35 -0.183
C 4.08 -0.02 -1.65 -0.050
C 1.58 0.21 1.03 -0.037
C 1.54 -1.20 0.61 -0.260
O 2.15 -1.55 -0.43 0.030
C 0.43 -2.13 1.09 -0.212
C 0.49 -3.02 2.25 -0.081
C -0.52 -2.32 0.06 -0.209
C -0.35 -1.66 -1.20 -0.055
C -0.70 -2.33 -2.37 -0.101
C -1.55 -3.43 -2.26 -0.161
C -2.03 -3.87 -1.02 -0.107
C -1.52 -3.32 0.15 -0.042
C -0.96 -0.08 2.78 -0.222
C 0.20 -0.04 3.73 -0.019
C -2.15 -0.74 3.12 0.004
H -4.33 -2.13 3.48 0.077
H -5.34 -0.92 2.65 0.087
H -4.68 -2.29 1.74 0.087
H -3.99 -0.07 0.35 0.129
H -0.95 1.25 -1.16 0.079
H -2.68 0.91 -1.35 0.075
H -2.16 2.39 -0.52 0.090
H 0.93 4.54 -0.25 0.118
H -0.67 6.48 -0.12 0.110
H -2.59 6.38 1.48 0.104
H -2.87 4.42 3.00 0.113
H -1.24 2.54 2.90 0.114
H 4.77 3.08 3.29 0.083
H 3.27 3.15 2.36 0.064
H 3.50 1.88 3.59 0.089
H 6.59 1.93 2.66 0.123
H 8.55 -0.43 0.54 0.080
H 8.76 1.33 0.67 0.089
H 8.49 0.37 2.13 0.081
H 6.61 -0.37 -0.96 0.129
H 4.79 0.22 -2.46 0.088
H 3.88 -1.10 -1.71 0.081
H 3.15 0.51 -1.85 0.080
H 0.34 -4.05 1.92 0.089
H 1.44 -2.96 2.79 0.081
H -0.29 -2.77 2.99 0.062
H 0.16 -0.70 -1.26 0.099
H -0.33 -1.94 -3.32 0.113
H -1.86 -3.96 -3.15 0.091
H -2.77 -4.67 -0.94 0.105
H -1.84 -3.69 1.13 0.109
H -0.10 -0.51 4.67 0.093
H 1.07 -0.58 3.35 0.077
H 0.51 1.00 3.96 0.088
H -2.22 -1.23 4.09 0.121
O -4.59 -2.60 -1.74 0.060
N -4.64 -3.14 -2.87 -0.304
C -3.84 -2.65 -3.96 -0.134
C -3.07 -1.48 -3.82 0.099
C -2.89 -0.82 -5.02 -0.085
N -2.56 0.51 -5.23 -0.166
O -2.12 1.36 -4.47 0.079
O -2.92 0.84 -6.55 0.037
N -3.50 -0.28 -7.19 0.151
C -3.51 -1.27 -6.25 -0.284
N -4.18 -2.42 -6.35 0.145
C -4.25 -3.15 -5.25 -0.014
O -5.41 -4.10 -3.14 0.044
H -2.98 -0.95 -2.88 0.134
H -4.74 -4.12 -5.30 0.133

[3]
94
Properties=species:S:1:pos:R:3:lowdin_charge:R:1 method="wB97M-V/def2-TZVPD" e_tot_ev=-133223.454 homo_lumo_gap_ev=4.577 charge=-2
Na 1.02 2.39 0.30 -0.088
C 0.42 -6.26 0.71 -0.425
S -0.46 -6.29 -0.86 0.772
C -1.35 -4.71 -0.74 -0.510
C -0.44 -3.52 -0.50 -0.268
C -1.21 -2.21 -0.61 -0.258
N -0.40 -1.01 -0.38 -0.466
P 0.24 -0.52 1.15 1.029
C 1.45 -1.86 1.53 -0.347
C 2.40 -2.18 0.56 -0.102
C 3.40 -3.11 0.82 -0.089
C 3.49 -3.72 2.06 -0.116
C 2.57 -3.39 3.05 -0.100
C 1.56 -2.46 2.79 -0.094
C -1.04 -0.86 2.41 -0.355
C -1.60 -2.11 2.67 -0.119
C -2.54 -2.28 3.67 -0.093
C -2.91 -1.19 4.46 -0.081
C -2.34 0.05 4.24 -0.073
C -1.41 0.22 3.21 -0.113
P -0.07 0.09 -1.65 1.000
C 0.83 -1.01 -2.84 -0.344
C 2.22 -0.90 -2.86 -0.123
C 2.98 -1.76 -3.65 -0.087
C 2.36 -2.73 -4.42 -0.104
C 0.98 -2.83 -4.42 -0.092
C 0.22 -1.97 -3.64 -0.107
C -1.64 0.28 -2.57 -0.390
C -1.58 0.67 -3.91 -0.121
C -2.75 0.96 -4.61 -0.108
C -3.98 0.86 -3.98 -0.104
C -4.04 0.49 -2.65 -0.074
C -2.88 0.20 -1.95 -0.132
H 0.90 -7.23 0.83 0.023
H -0.27 -6.11 1.54 0.040
H 1.19 -5.49 0.74 0.019
H -2.09 -4.79 0.06 0.079
H -1.89 -4.60 -1.68 0.074
H 0.39 -3.52 -1.22 0.110
H 0.01 -3.60 0.48 0.067
H -2.06 -2.21 0.08 0.112
H -1.65 -2.14 -1.60 0.090
H 2.36 -1.71 -0.41 0.079
H 4.12 -3.34 0.04 0.099
H 4.27 -4.44 2.27 0.090
H 2.63 -3.85 4.03 0.094
H 0.85 -2.22 3.57 0.098
H -1.29 -2.98 2.10 0.087
H -2.98 -3.25 3.85 0.093
H -3.66 -1.30 5.23 0.098
H -2.62 0.92 4.82 0.096
H -1.01 1.21 3.02 0.061
H 2.71 -0.15 -2.27 0.012
H 4.06 -1.66 -3.65 0.099
H 2.96 -3.40 -5.03 0.092
H 0.49 -3.58 -5.03 0.096
H -0.86 -2.04 -3.67 0.102
H -0.63 0.75 -4.41 0.102
H -2.68 1.26 -5.65 0.090
H -4.89 1.10 -4.52 0.090
H -4.99 0.44 -2.12 0.091
H -2.95 -0.03 -0.89 0.051
N 1.13 5.47 3.66 0.021
C 1.37 4.19 3.31 -0.173
N 0.98 3.99 2.08 0.120
C 0.50 5.21 1.71 -0.354
N 0.57 6.14 2.64 0.122
C -0.08 5.45 0.39 -0.205
C -0.92 6.55 0.16 -0.067
N -1.45 6.78 -1.03 0.075
C -1.17 5.90 -1.99 -0.134
C -0.37 4.80 -1.76 -0.117
N 0.19 4.58 -0.57 0.105
H 1.27 5.92 4.55 0.145
H 1.78 3.46 3.99 0.130
H -1.16 7.22 0.97 0.110
H -1.61 6.07 -2.97 0.095
H -0.19 4.06 -2.54 0.109
S -1.74 2.24 0.42 0.595
C -3.12 2.13 1.47 -0.777
C -4.10 1.17 1.05 -0.319
N -4.89 0.41 0.68 0.135
C -3.32 2.79 2.66 -0.875
S -2.27 3.89 3.47 0.435
C -4.56 2.50 3.36 -0.350
N -5.52 2.28 3.95 0.112
C 6.38 1.70 -1.55 -0.170
O 6.06 2.71 -0.62 -0.283
C 4.78 2.85 -0.18 -1.378
S 4.56 4.05 0.96 0.476
S 3.61 1.76 -0.76 0.559
H 7.45 1.80 -1.73 0.078
H 5.83 1.83 -2.48 0.065
H 6.15 0.71 -1.16 0.062